Record 1
Computed, not measured: a structure of composition C16H26LaN3O3PS, with the ωB97M-V functional and the def2-TZVPD basis.

Each line ends with the Mulliken charge.
Positions of all 51 atoms, in Å:
1 H -4.243 -2.043 0.290  0.308
2 H 1.640 -3.729 1.692  0.424
3 C 1.567 -3.758 0.580  -0.832
4 H 0.393 1.959 -2.907  0.291
5 H 3.640 -0.509 0.987  0.333
6 H -2.959 -3.069 -1.514  0.150
7 C -2.929 -1.232 -2.720  -0.420
8 C -4.311 -1.538 -0.677  -0.652
9 C -1.452 3.855 3.415  -0.625
10 H 3.417 -1.853 2.055  0.426
11 C -1.102 2.503 3.345  -0.736
12 H 1.618 -5.846 0.061  0.365
13 H -5.397 -1.371 -0.844  0.324
14 H 2.701 -4.866 -0.754  0.355
15 H -3.618 -0.694 -3.382  0.282
16 C -1.279 4.735 2.397  -0.911
17 N 2.270 -5.050 0.157  -0.242
18 C -0.279 2.879 1.108  0.366
19 O 1.361 -1.273 -0.558  -0.049
20 H 0.546 -3.819 0.178  0.344
21 N 0.302 2.403 -0.029  -0.548
22 C -0.649 4.253 1.229  1.008
23 H -1.680 5.770 2.344  0.351
24 C 0.125 4.550 -1.062  -0.850
25 H -0.919 6.054 0.230  0.422
26 H -2.061 -1.672 -3.276  0.348
27 H 2.998 -5.324 0.808  0.333
28 La -0.341 0.179 -0.525  1.257
29 C -3.673 -2.318 -1.908  -0.512
30 O -2.439 -0.281 -1.683  -0.387
31 H 5.713 -1.414 0.491  0.367
32 C 0.533 3.214 -1.115  1.160
33 H 1.637 3.307 -2.919  0.456
34 H 4.935 -2.589 -0.285  0.388
35 S -0.043 0.252 2.180  -0.530
36 C 1.130 2.550 -2.298  -1.578
37 H -3.014 -0.057 0.354  0.418
38 C 3.629 -1.596 1.017  -0.838
39 C -3.497 -0.208 -0.632  -0.321
40 C -0.564 5.038 0.065  -0.518
41 N 5.012 -2.140 0.677  -0.257
42 O 3.377 -2.942 -1.213  -0.938
43 H -4.124 0.662 -0.899  0.268
44 H 1.880 1.805 -1.927  0.329
45 H 0.323 5.181 -1.943  0.408
46 H -4.426 -2.811 -2.476  0.414
47 H -1.315 1.821 4.190  0.420
48 C -0.464 2.003 2.205  0.623
49 H 5.347 -2.845 1.342  0.343
50 P 2.438 -2.348 -0.220  1.034
51 H -1.752 4.223 4.370  0.427

Calculated values
Lowest unoccupied orbital energy: -0.3149 hartree
Net charge: +3
Kohn-Sham gap: 6.9 eV

***

Record 2
Computed, not measured: a structure of composition C16H26N10O2TeZr, with the ωB97M-V functional and the def2-TZVPD basis.

Each line ends with the Mulliken charge.
Positions of all 56 atoms, in Å:
1 N 1.366 2.653 4.301  -0.582
2 C 1.733 -1.861 -2.295  -0.555
3 C -1.723 1.920 -0.865  0.702
4 H -0.001 0.160 -5.172  0.464
5 H -3.127 -0.256 2.058  0.715
6 Zr 0.482 0.029 0.103  0.699
7 C -0.595 1.019 -2.697  0.637
8 H -0.266 -3.392 -0.767  0.296
9 N 0.844 -0.718 -2.068  0.441
10 H -2.942 3.662 -1.235  0.380
11 O 1.361 1.888 -0.446  -0.761
12 N -1.510 0.549 1.005  1.042
13 H -3.130 2.230 2.306  0.458
14 C -2.037 -0.278 2.087  -1.170
15 H 0.589 -1.428 -4.692  0.457
16 C -1.527 -1.728 1.873  -0.832
17 H -0.698 -3.994 0.824  0.455
18 C -2.289 2.915 -1.662  -0.933
19 N 0.626 0.999 2.861  0.082
20 H -1.724 0.093 3.064  0.282
21 C 2.131 -0.464 3.236  -0.243
22 C -0.208 -3.170 0.299  -0.720
23 N 2.449 0.563 4.005  -1.005
24 C -1.971 2.939 -3.003  -0.955
25 H 2.705 -1.375 3.216  0.444
26 C -3.210 2.311 1.225  -1.988
27 H -0.765 -1.975 2.607  0.391
28 N -0.933 0.990 -1.401  0.187
29 H 3.401 -1.240 -1.117  0.476
30 H 1.116 -2.749 -2.460  0.357
31 N 1.916 -1.865 0.188  -0.259
32 N 1.491 1.416 3.718  0.805
33 C -2.086 1.609 0.552  0.595
34 H -1.671 -1.831 -0.158  0.317
35 H 1.245 3.328 3.542  0.211
36 C 0.350 -0.066 -3.064  1.099
37 H 1.690 -0.052 -4.713  0.407
38 H 2.349 -1.728 -3.185  0.662
39 C 1.240 -3.069 0.742  -0.594
40 H -4.159 1.866 0.907  0.357
41 H -3.228 3.364 0.953  0.544
42 C 2.646 -2.026 -1.097  -1.323
43 Te 0.700 3.662 0.496  0.009
44 C -1.105 1.981 -3.541  -0.901
45 H 1.279 -2.988 1.829  0.328
46 H 1.780 -3.979 0.470  0.467
47 H -2.345 -2.440 1.993  0.562
48 N -0.914 -1.886 0.520  -0.103
49 H -2.386 3.705 -3.643  0.474
50 O 2.207 1.008 0.341  -0.508
51 H 3.158 -2.989 -1.134  0.434
52 H -0.849 2.008 -4.590  0.399
53 N 1.032 -0.214 2.507  0.102
54 H 2.224 2.835 4.813  0.344
55 H 2.624 -1.583 0.858  0.306
56 C 0.664 -0.359 -4.491  -1.952

Calculated values
Energy relative to the best compared isomer or geometry (same formula, charge and spin): 1.932 eV
Lowest unoccupied orbital energy: -0.2539 hartree
Net charge: +2
Kohn-Sham gap: 5.6 eV

***

Record 3
Computed, not measured: the molecule C16H26N2O4, with the ωB97M-V functional and the def2-TZVPD basis.

Each line ends with the Mulliken charge.
Positions of all 48 atoms, in Å:
1 H 2.730 3.571 -1.244  0.373
2 C 5.933 0.104 -1.206  -1.111
3 H -4.708 0.838 -1.555  0.378
4 H 5.447 -0.738 -1.692  0.290
5 C -5.193 2.376 0.547  -0.857
6 H 1.188 -3.068 -0.705  0.265
7 H -0.795 2.592 1.314  0.479
8 H 1.777 -3.019 0.944  0.360
9 H -6.247 2.151 0.746  0.340
10 H 5.933 1.048 0.748  0.328
11 H 5.697 1.015 -1.751  0.271
12 C 1.822 -0.285 0.270  0.230
13 C 0.955 -2.718 0.301  -1.608
14 C -4.031 -0.948 -0.522  0.055
15 H -4.168 -1.383 -2.639  0.355
16 C 3.235 -0.600 0.211  -0.049
17 H 2.915 1.857 -1.628  0.249
18 C 2.244 2.600 -1.207  -1.086
19 C -4.851 0.344 -0.578  -0.806
20 H -4.783 2.951 1.375  0.242
21 O 3.667 -1.726 0.096  -0.653
22 H -5.129 2.966 -0.377  0.347
23 H -2.302 0.087 -1.147  0.357
24 H 0.030 -3.179 0.638  0.435
25 H -4.221 -1.461 0.427  0.394
26 C 5.456 0.209 0.236  -0.320
27 H -5.438 -2.131 -1.662  0.430
28 O -4.429 1.202 0.457  -0.221
29 H -3.796 -2.780 -1.621  0.384
30 O -2.075 -2.036 1.162  -0.675
31 C -1.052 1.970 0.456  -1.842
32 H 7.008 -0.052 -1.224  0.409
33 H -1.021 2.598 -0.436  0.318
34 H 1.342 2.637 -1.814  0.357
35 H -5.920 0.109 -0.470  0.449
36 H 1.253 3.001 0.667  0.433
37 C -0.412 -0.538 0.342  0.950
38 N 1.233 0.966 0.315  0.041
39 C -1.760 -1.144 0.399  0.130
40 H -2.067 1.608 0.599  0.338
41 C 1.906 2.240 0.238  -0.718
42 N -2.623 -0.628 -0.515  -0.156
43 C -0.113 0.818 0.344  0.293
44 H 5.668 -0.723 0.770  0.333
45 C -4.384 -1.870 -1.690  -1.615
46 O 4.059 0.476 0.308  -0.322
47 C 0.808 -1.241 0.310  1.082
48 H 2.821 2.193 0.829  0.345

Calculated values
Energy relative to the best compared isomer or geometry (same formula, charge and spin): 0.502 eV
Structure (SMILES): CCOC(=O)c1c(C)c(C(=O)N[C@H](C)COC)c(C)n1CC
Lowest unoccupied orbital energy: 0.0242 hartree
Kohn-Sham gap: 8.9 eV

***

Record 4
Computed, not measured: a structure of composition C16H26N6NiO6S, with the ωB97M-V functional and the def2-TZVPD basis.

Each line ends with the Mulliken charge.
Positions of all 56 atoms, in Å:
1 C 3.770 2.080 1.051  -1.720
2 H -4.177 -1.283 0.006  0.246
3 H 1.926 -1.677 -3.087  0.483
4 O 1.670 0.414 -3.286  -0.514
5 O 0.175 -0.846 2.410  -0.642
6 C -2.233 3.768 2.301  0.532
7 H 0.152 -3.571 -0.173  0.377
8 N 0.701 0.092 1.598  1.335
9 C -2.979 3.983 3.449  -0.431
10 H -3.643 0.740 4.250  0.400
11 N -0.267 3.905 -0.889  -0.226
12 H -3.724 -0.154 -3.319  0.436
13 C -2.459 1.364 2.562  -0.114
14 C -0.851 3.629 0.265  0.197
15 O -1.349 -1.840 0.651  -0.940
16 C 2.421 1.465 0.962  0.427
17 O 2.093 2.341 -1.140  -0.533
18 N -1.361 -0.782 -0.109  1.043
19 H -3.266 1.567 -3.264  0.265
20 C -2.880 0.539 -3.252  -1.546
21 C 1.869 0.632 1.990  0.475
22 O 0.776 -4.314 -0.291  -0.671
23 H -2.252 0.409 -4.144  0.270
24 C -2.105 0.297 -2.015  0.550
25 H -3.127 5.009 3.776  0.370
26 C -3.488 2.887 4.150  -0.496
27 Ni -0.064 0.620 -0.087  -1.921
28 H 2.102 -0.556 3.749  0.399
29 H 2.379 1.191 3.994  0.293
30 H 1.945 -0.730 -1.574  0.032
31 C -1.928 2.457 1.863  -0.347
32 H -0.343 3.197 -1.674  0.179
33 H -3.284 -2.577 -0.845  0.252
34 C -3.587 -1.520 -0.896  -1.350
35 H 3.857 2.725 1.934  0.358
36 S -1.473 4.952 1.269  -0.329
37 H 3.605 0.216 3.175  0.391
38 N -1.092 2.417 0.767  0.442
39 H 0.394 -0.985 -2.492  0.046
40 N 1.619 1.553 -0.108  0.689
41 H -0.476 -1.332 1.739  0.567
42 C 1.474 -0.819 -2.563  -0.302
43 H -4.076 3.048 5.051  0.367
44 H 2.433 0.281 -3.866  0.294
45 H -0.179 4.886 -1.107  0.238
46 C -2.387 -0.651 -0.999  -0.095
47 C 2.521 0.350 3.298  -1.635
48 H 1.736 1.917 -1.969  0.544
49 O -0.674 1.973 -2.572  -0.920
50 H -4.237 -1.377 -1.768  0.415
51 H 1.653 -3.925 -0.134  0.297
52 H 4.532 1.295 1.164  0.350
53 N -0.983 1.026 -1.745  1.345
54 H -2.257 0.360 2.196  0.297
55 C -3.232 1.586 3.699  -0.849
56 H 4.021 2.667 0.163  0.379

Calculated values
Multiplicity: 3
Lowest unoccupied orbital energy (spin up / spin down): -0.0260 / -0.0295 hartree
Kohn-Sham gap (spin up / spin down): 6.1 / 6.0 eV

***

Record 5
Computed, not measured: the molecule C16H26N6O5S, with the ωB97M-V functional and the def2-TZVPD basis.

Each line ends with the Mulliken charge.
Positions of all 54 atoms, in Å:
1 C -0.516 2.624 6.265  -0.104
2 H 7.260 -1.533 -0.437  0.289
3 C 7.989 -1.713 0.357  -0.984
4 H 1.942 -1.529 3.249  0.439
5 H 0.547 4.250 6.263  0.382
6 O 12.639 -3.238 -1.545  -0.609
7 N 6.602 -0.815 2.169  0.052
8 H -1.195 2.169 6.983  0.453
9 N 10.057 -2.625 -0.458  -0.845
10 H 11.385 -6.113 -1.162  0.266
11 H 2.028 1.747 2.362  0.229
12 C 0.423 2.187 4.341  1.131
13 H 1.657 2.047 6.246  0.330
14 H 2.074 0.102 0.676  0.418
15 H 2.453 -2.168 1.672  0.342
16 N 9.599 -4.829 -0.420  -0.588
17 C 6.469 0.468 1.497  -0.898
18 C 7.262 -1.895 1.689  1.029
19 N 1.388 0.972 2.424  -0.012
20 C 10.489 -3.839 -0.709  0.574
21 O -0.293 0.042 3.604  -0.684
22 H -0.060 4.267 2.263  0.316
23 C 0.497 4.739 3.070  -0.908
24 O -0.183 3.893 6.787  -0.574
25 C 5.885 -0.979 3.428  -1.248
26 H 7.031 0.488 0.570  0.433
27 H 0.511 0.705 5.959  0.362
28 C 4.525 -1.618 3.255  -0.538
29 H 4.081 -1.807 4.241  0.380
30 H 4.630 -2.581 2.742  0.395
31 H 5.770 0.008 3.879  0.429
32 C -0.989 2.629 4.797  -0.885
33 H -1.377 3.573 4.421  0.350
34 O 7.274 -2.965 2.274  -0.652
35 H 0.603 -0.620 1.350  0.398
36 H -1.697 1.828 4.589  0.342
37 C 0.691 1.771 5.826  -1.077
38 S 1.556 3.550 3.919  -0.074
39 N 12.088 -5.441 -1.417  -0.317
40 H 1.163 5.486 2.642  0.404
41 C 11.853 -4.115 -1.265  0.033
42 H 8.663 -0.859 0.389  0.491
43 C 2.407 -1.264 2.293  -0.617
44 N 8.819 -2.847 0.025  0.698
45 O 3.706 -0.744 2.504  -0.023
46 H 7.640 -4.577 0.411  0.488
47 C 0.471 0.976 3.412  -0.230
48 H 6.485 -1.602 4.091  0.468
49 H 12.977 -5.729 -1.785  0.218
50 H 6.848 1.265 2.140  0.297
51 H -0.185 5.230 3.760  0.277
52 C 1.579 -0.203 1.599  -1.020
53 H 5.421 0.666 1.276  0.207
54 C 8.563 -4.167 0.039  -0.032

Calculated values
Energy relative to the best compared isomer or geometry (same formula, charge and spin): 1.823 eV
Structure (SMILES): CS[C@]1(C(=O)NCCOCCN(C)C(=O)Cn2cnc(C(N)=O)n2)C[C@H](O)C1
Lowest unoccupied orbital energy: 0.0079 hartree
Kohn-Sham gap: 9.4 eV

***

Number 3 is which compound? C16H26N2O4

***

What is the formula in the third record? C16H26N2O4